{"formula": "C5H9O2PS", "method": "ωB97M-V/def2-TZVPD", "species": ["C", "C", "C", "C", "C", "O", "O", "P", "S", "H", "H", "H", "H", "H", "H", "H", "H", "H"], "positions_angstrom": [[-0.738, 2.585, -1.254], [-1.021, 2.929, -0.053], [-0.929, -2.358, -0.834], [1.087, 0.936, 1.871], [0.567, -1.902, -0.608], [-1.369, 3.069, 1.048], [0.714, -1.011, 0.520], [-0.143, 0.376, 0.604], [0.577, 1.391, -1.108], [-1.010, 2.801, -2.165], [-0.997, -3.155, -1.532], [-1.053, -2.824, 0.151], [-1.573, -1.566, -0.914], [1.056, 1.930, 2.402], [1.066, 0.238, 2.695], [1.925, 0.884, 1.194], [0.840, -1.425, -1.543], [1.002, -2.896, -0.475]], "forces_ev_per_a": [[2.67, -1.94, 3.18], [-2.06, 0.80, 1.15], [3.03, -1.10, 2.99], [-0.50, 1.52, 0.38], [-2.46, -0.36, -1.02], [0.48, 0.57, 0.03], [0.41, -1.68, -1.24], [-0.56, -0.27, 1.07], [0.92, -0.13, -0.46], [-1.90, 1.56, -4.25], [-0.13, -0.30, -1.02], [-0.93, -0.05, -0.10], [-1.80, 1.79, -0.68], [-0.42, -0.69, -1.19], [0.32, -0.65, -0.13], [1.00, -0.07, 0.71], [0.88, 0.20, 0.12], [1.06, 0.80, 0.46]], "fmax_ev_per_a": 4.9, "total_charge": 0, "smiles": "CCOP(C)SC=C=O", "e_tot_ha": -1085.86231, "e_above_lowest_ev": 1.138, "lumo_energy_ev": 0.60, "orbital_gap_ev": 8.807}